# 1
# C34H54F6N6O3S2Ti

A molecular structure, C34H54F6N6O3S2Ti in a non-equilibrium geometry (ωB97M-V/def2-TZVPD, the OMol25 dataset).

Values from the calculation:
Electronic energy = -112299.603 eV
Charge = +2
Strongest force on any atom = 2.2 eV Å⁻¹
ΔE to the lowest compared entry with this formula, charge and spin = 1.2255 eV
E_LUMO = -6.484 eV
Frontier orbital gap = 6.9 eV

Each line ends with the Mulliken charge.
CARTESIAN COORDINATES (ANGSTROEM)
Ti -1.171 -0.630 -0.483  -0.16
C -5.696 0.686 0.097  -2.37
C -4.221 0.870 0.315  1.20
N -3.560 0.505 1.347  0.03
N -4.163 -0.124 2.384  -0.65
C -3.450 -0.253 3.549  0.60
N -4.173 -0.611 4.611  -0.41
S -1.798 -0.001 3.632  -0.47
C -3.384 1.673 -0.606  0.40
C -3.924 2.713 -1.339  -0.93
C -3.081 3.576 -2.028  -1.00
C -1.716 3.384 -1.930  -1.40
C -1.255 2.308 -1.190  0.10
N -2.058 1.440 -0.566  0.72
H -6.273 1.361 0.734  0.40
H -5.991 -0.340 0.326  0.66
H -5.982 0.880 -0.932  0.60
H -5.169 -0.246 2.395  0.36
H -5.180 -0.616 4.615  0.19
H -3.698 -0.735 5.490  0.28
H -4.991 2.879 -1.339  0.55
H -3.490 4.396 -2.603  0.49
H -1.011 4.041 -2.419  0.58
H -0.195 2.127 -1.085  0.09
C -1.871 -2.837 1.705  -0.90
O -1.673 -1.493 1.160  1.86
H -2.926 -2.933 1.954  0.34
H -1.247 -2.934 2.588  0.30
H -1.590 -3.551 0.948  0.15
H -1.797 -0.860 1.982  -1.03
C -4.417 -1.034 -3.069  -1.73
C -3.268 -1.809 -2.435  1.32
O -2.475 -0.959 -1.665  0.47
C -2.387 -2.439 -3.544  0.44
F -1.160 -2.709 -3.087  -0.08
F -2.257 -1.587 -4.563  -0.28
F -2.929 -3.563 -4.004  -0.30
C -3.835 -2.893 -1.495  0.00
F -2.883 -3.734 -1.079  -0.22
F -4.808 -3.590 -2.060  -0.28
F -4.334 -2.303 -0.393  -0.18
H -4.031 -0.112 -3.497  0.28
H -5.169 -0.803 -2.320  0.28
H -4.885 -1.621 -3.858  0.52
C -0.172 0.322 -3.835  -2.10
C 1.325 0.401 -3.553  0.53
C 1.737 1.648 -2.770  -1.53
C 1.949 -0.833 -2.924  0.14
C 3.166 -1.251 -3.462  -0.99
C 3.856 -2.334 -2.956  -1.48
C 3.304 -3.053 -1.909  -0.98
C 2.090 -2.693 -1.334  0.55
C 1.540 -3.590 -0.251  0.47
C 0.204 -4.190 -0.672  -1.32
C 1.528 -2.940 1.133  -0.69
C 1.460 -1.554 -1.836  0.21
O 0.298 -1.083 -1.194  2.02
H -0.491 1.224 -4.360  0.56
H -0.793 0.234 -2.936  0.40
H -0.398 -0.532 -4.472  0.50
H 1.795 0.476 -4.537  0.93
H 1.500 1.542 -1.713  0.09
H 1.248 2.540 -3.164  0.48
H 2.815 1.801 -2.837  0.38
H 3.569 -0.703 -4.304  0.53
H 4.798 -2.635 -3.391  0.48
H 3.812 -3.931 -1.533  0.53
H 2.236 -4.429 -0.191  0.81
H -0.576 -3.431 -0.778  -0.45
H -0.130 -4.930 0.056  0.54
H 0.286 -4.685 -1.638  0.45
H 0.893 -2.050 1.182  -0.17
H 2.533 -2.632 1.422  -0.09
H 1.183 -3.656 1.880  0.53
C 3.138 3.935 4.223  -0.97
C 1.729 4.491 4.439  -0.69
C 0.601 3.699 3.778  -0.41
C 0.513 3.811 2.261  -0.40
N 1.634 3.164 1.572  -0.13
C 1.718 1.864 1.266  -0.20
S 0.321 0.872 1.419  -0.25
N 2.909 1.420 0.867  0.13
C 3.310 0.025 0.709  1.88
C 4.294 -0.399 1.793  -0.74
C 5.703 0.164 1.590  -0.39
C 6.465 -0.543 0.474  -1.21
H 3.817 4.296 4.993  0.40
H 3.577 4.247 3.271  0.28
H 3.145 2.844 4.265  0.20
H 1.687 5.531 4.103  0.28
H 1.529 4.515 5.511  0.37
H -0.354 4.047 4.177  0.51
H 0.682 2.640 4.042  0.08
H 0.508 4.856 1.945  0.56
H -0.401 3.342 1.905  -0.05
H 2.517 3.650 1.658  0.21
H 3.670 2.086 0.888  0.38
H 3.752 -0.090 -0.282  -0.08
H 2.403 -0.573 0.742  -2.06
H 4.347 -1.491 1.794  0.25
H 3.894 -0.100 2.765  0.29
H 6.259 0.074 2.524  0.40
H 5.655 1.239 1.376  0.28
H 6.599 -1.598 0.714  0.31
H 7.453 -0.107 0.333  0.41
H 5.941 -0.483 -0.481  0.27

=====

# 2
# C32H64BCl32F4

17 unconnected molecules or ions with the total composition C32H64BCl32F4 in a non-equilibrium geometry (ωB97M-V/def2-TZVPD, the OMol25 dataset).

Values from the calculation:
Electronic energy = -446486.811 eV
Charge = -1
Strongest force on any atom = 2.1 eV Å⁻¹
E_LUMO = 1.309 eV
Frontier orbital gap = 6.7 eV

Each line ends with the Mulliken charge.
CARTESIAN COORDINATES (ANGSTROEM)
C 4.609 4.037 -0.510  -0.81
C 4.728 3.413 -1.927  -0.90
C 3.658 2.315 -2.085  1.00
C 3.643 1.700 -3.511  -1.40
C 4.082 0.219 -3.505  -0.69
C 2.928 -0.763 -3.155  0.39
C 2.593 -0.933 -1.647  0.45
C 3.709 -1.593 -0.811  -0.46
C 4.145 -0.780 0.420  -0.61
C 3.022 -0.590 1.459  -1.50
C 2.230 0.756 1.328  1.64
C 0.733 0.462 1.509  -0.78
C -0.126 1.643 2.011  -0.34
C 0.531 2.482 3.123  -0.76
B 1.161 3.869 2.490  0.33
C 2.298 4.441 3.504  0.86
F 3.290 3.511 3.758  -0.37
F 1.701 4.805 4.708  -0.38
C 3.059 5.682 2.996  -0.04
F 2.383 6.390 2.091  -0.28
F 3.397 6.511 4.042  -0.33
H 3.753 3.657 0.042  -0.02
H 4.567 5.124 -0.539  0.37
H 5.482 3.758 0.085  0.32
H 5.682 2.884 -1.947  0.19
H 4.643 4.154 -2.718  0.43
H 2.672 2.639 -1.751  0.55
H 3.965 1.515 -1.414  -0.91
H 4.280 2.309 -4.155  0.51
H 2.618 1.740 -3.889  0.21
H 4.390 -0.013 -4.531  0.20
H 4.964 0.099 -2.895  0.51
H 2.023 -0.335 -3.597  0.26
H 3.139 -1.730 -3.615  -0.48
H 1.712 -1.574 -1.560  0.30
H 2.294 0.042 -1.272  -0.32
H 4.598 -1.742 -1.414  -0.20
H 3.400 -2.589 -0.491  0.45
H 4.918 -1.389 0.907  0.45
H 4.634 0.159 0.157  0.12
H 2.319 -1.424 1.428  0.44
H 3.466 -0.584 2.456  0.44
H 2.638 1.416 2.090  0.25
H 2.433 1.226 0.372  -0.88
H 0.558 -0.432 2.111  0.56
H 0.350 0.206 0.511  0.03
H -0.464 2.236 1.159  0.37
H -1.043 1.194 2.425  -0.26
H -0.189 2.765 3.895  0.23
H 1.312 1.890 3.618  0.28
H 0.253 4.663 2.335  -0.31
H 1.649 3.690 1.389  -0.31
H 4.002 5.334 2.570  0.20
C 0.778 3.260 7.625  0.04
Cl -0.301 2.092 6.858  -0.05
Cl 1.615 2.560 9.024  -0.20
H 1.515 3.582 6.897  0.09
H 0.191 4.108 7.960  0.12
C -2.975 3.719 8.825  0.55
Cl -4.493 2.869 8.506  -0.12
Cl -2.992 4.510 10.410  -0.18
H -2.163 2.999 8.802  0.04
H -2.826 4.481 8.057  -0.33
C -0.003 -2.837 -3.893  0.44
Cl 1.471 -3.730 -3.502  -0.18
Cl 0.275 -1.656 -5.180  -0.16
H -0.753 -3.544 -4.227  -0.05
H -0.365 -2.306 -3.011  0.01
C 2.371 -5.244 -7.290  -0.49
Cl 2.354 -3.516 -7.642  -0.13
Cl 1.177 -5.667 -6.059  -0.03
H 2.149 -5.787 -8.201  0.36
H 3.354 -5.518 -6.922  0.31
C -7.020 -0.393 7.587  0.09
Cl -7.455 1.057 8.498  -0.17
Cl -7.257 -0.174 5.847  -0.22
H -5.974 -0.618 7.772  0.25
H -7.648 -1.214 7.930  -0.02
C 1.188 -9.054 -3.988  -0.29
Cl -0.189 -7.980 -3.718  -0.13
Cl 2.728 -8.217 -3.758  -0.13
H 1.130 -9.875 -3.283  0.31
H 1.142 -9.428 -5.004  0.23
C -2.692 -0.824 5.614  -0.47
Cl -3.150 0.602 6.549  -0.04
Cl -2.886 -0.544 3.881  -0.10
H -1.651 -1.058 5.811  0.28
H -3.323 -1.653 5.914  0.33
C 6.008 -2.743 -5.001  -0.53
Cl 4.505 -3.654 -5.180  -0.07
Cl 6.073 -1.944 -3.430  -0.08
H 6.846 -3.425 -5.092  0.39
H 6.053 -1.988 -5.778  0.28
C -6.379 1.908 2.925  0.26
Cl -5.213 1.199 1.806  -0.13
Cl -5.931 3.566 3.340  -0.13
H -7.357 1.916 2.457  0.31
H -6.401 1.313 3.831  -0.28
C -2.703 -5.044 -7.179  -0.21
Cl -4.234 -5.907 -7.397  -0.20
Cl -2.634 -4.260 -5.597  -0.17
H -1.885 -5.753 -7.256  0.27
H -2.614 -4.288 -7.948  0.23
C -3.284 -0.630 -4.154  -0.24
Cl -4.451 -1.784 -4.811  -0.16
Cl -2.306 -1.348 -2.868  -0.10
H -2.620 -0.315 -4.951  0.17
H -3.820 0.222 -3.753  0.36
C -8.435 -4.070 9.348  -0.26
Cl -7.263 -4.783 8.234  -0.14
Cl -8.011 -2.402 9.759  -0.14
H -9.411 -4.074 8.877  0.26
H -8.457 -4.658 10.258  0.29
C -3.194 7.155 5.959  -0.39
Cl -4.285 5.998 5.193  -0.09
Cl -2.382 6.450 7.364  -0.13
H -2.443 7.456 5.237  0.30
H -3.766 8.016 6.286  0.33
C 4.376 9.679 3.322  0.06
Cl 3.988 11.081 4.333  -0.18
Cl 4.177 10.042 1.603  -0.17
H 5.406 9.396 3.501  0.26
H 3.714 8.862 3.585  0.01
C -4.644 -8.583 -9.964  0.21
Cl -4.950 -8.321 -11.683  -0.17
Cl -3.229 -9.611 -9.702  -0.16
H -4.468 -7.623 -9.494  -0.15
H -5.510 -9.063 -9.525  0.28
C -2.989 -4.121 -11.389  -0.32
Cl -4.130 -5.267 -12.098  -0.12
Cl -2.070 -4.847 -10.060  -0.11
H -2.296 -3.801 -12.158  0.30
H -3.538 -3.270 -11.003  0.26

=====

# 3
# C38H48BrMgN2O2PS2SeSi

A molecular structure, C38H48BrMgN2O2PS2SeSi (ωB97M-V/def2-TZVPD, the OMol25 dataset).

Values from the calculation:
Electronic energy = -226939.398 eV
Charge = -2
Strongest force on any atom = 0.5 eV Å⁻¹
ΔE to the lowest compared entry with this formula, charge and spin = 0.1820 eV
E_LUMO = 3.900 eV
Frontier orbital gap = 6.2 eV

Each line ends with the Mulliken charge.
CARTESIAN COORDINATES (ANGSTROEM)
Mg 0.781 2.340 -1.038  -0.07
C 3.554 1.492 -2.518  -1.09
O 2.791 1.605 -1.326  0.26
C 3.347 1.115 -0.162  0.68
C 4.613 0.604 -0.061  -0.23
C 5.022 0.102 1.182  -0.59
Br 6.799 -0.578 1.339  -0.25
C 4.187 0.074 2.264  -0.52
C 2.887 0.596 2.149  0.04
C 2.449 1.167 0.945  0.99
O 1.280 1.715 0.777  -1.17
C 1.976 0.486 3.286  0.20
N 2.274 -0.009 4.470  -0.83
C 1.090 0.043 5.177  0.70
C 0.801 -0.365 6.479  -0.93
C -0.498 -0.232 6.934  -0.45
C -1.510 0.295 6.116  -0.62
C -1.246 0.707 4.821  -0.90
C 0.064 0.578 4.374  0.49
N 0.668 0.862 3.178  0.59
H 4.486 2.051 -2.420  0.31
H 2.952 1.936 -3.306  0.19
H 3.737 0.438 -2.736  0.40
H 5.277 0.555 -0.911  0.50
H 4.493 -0.350 3.210  0.56
H 2.021 4.429 0.214  0.07
H 1.580 -0.785 7.103  0.42
H -0.747 -0.548 7.940  0.36
H -2.518 0.372 6.502  0.39
H -2.024 1.098 4.178  0.43
H 0.299 1.229 2.304  -0.30
Se 1.621 4.795 -1.152  -0.66
S 0.303 -4.134 -2.736  -0.61
P 1.212 -3.077 -1.327  0.79
S 1.585 -1.143 -1.579  -0.23
C 2.789 -3.905 -0.852  0.28
C 2.974 -5.264 -1.087  -0.65
C 4.139 -5.897 -0.674  -0.53
C 5.130 -5.176 -0.020  -0.55
C 4.954 -3.819 0.214  -0.31
C 3.790 -3.187 -0.202  0.53
C 0.291 -3.231 0.266  0.11
C 0.598 -2.382 1.328  0.22
C -0.081 -2.486 2.534  -0.09
C -1.086 -3.432 2.684  -0.81
C -1.399 -4.279 1.629  -0.53
C -0.708 -4.182 0.427  -0.50
H 2.198 -5.809 -1.611  0.29
H 4.274 -6.955 -0.866  0.36
H 6.039 -5.670 0.302  0.35
H 5.722 -3.244 0.717  0.15
H 3.653 -2.124 -0.039  -0.30
H 1.359 -1.622 1.195  -0.21
H 0.168 -1.821 3.352  0.37
H -1.628 -3.502 3.620  0.42
H -2.189 -5.012 1.738  0.35
H -0.954 -4.823 -0.411  0.33
C -2.182 -0.972 -1.091  -1.80
C -2.598 0.428 -0.622  3.28
C -4.127 0.417 -0.506  -2.10
C -2.000 0.576 0.788  -1.27
Si -1.815 1.830 -1.770  -1.00
C -2.880 3.471 -1.490  2.67
C -4.302 3.463 -2.065  -1.83
C -2.159 4.694 -2.077  -1.63
C -2.968 3.740 0.020  -2.09
C -2.016 1.290 -3.651  2.75
C -3.369 0.671 -4.027  -1.67
C -0.910 0.287 -4.010  -1.62
C -1.803 2.502 -4.567  -2.28
H -2.469 -1.707 -0.327  0.55
H -1.104 -1.052 -1.225  -0.36
H -2.663 -1.273 -2.022  0.36
H -4.435 -0.437 0.115  0.52
H -4.609 0.302 -1.481  0.31
H -4.528 1.316 -0.038  0.40
H -2.440 -0.173 1.462  0.50
H -2.164 1.565 1.225  0.24
H -0.923 0.391 0.757  -0.52
H -4.292 3.433 -3.157  0.27
H -4.824 4.388 -1.775  0.52
H -4.901 2.623 -1.715  0.26
H -2.078 4.658 -3.163  0.27
H -1.153 4.807 -1.671  0.05
H -2.724 5.602 -1.822  0.56
H -3.570 3.002 0.549  0.34
H -3.425 4.725 0.191  0.61
H -1.975 3.760 0.478  0.22
H -3.554 -0.266 -3.501  0.27
H -3.387 0.446 -5.103  0.55
H -4.204 1.342 -3.817  0.23
H -0.948 -0.640 -3.440  0.34
H 0.083 0.714 -3.843  0.08
H -0.985 0.026 -5.075  0.55
H -2.638 3.204 -4.530  0.38
H -1.707 2.160 -5.607  0.57
H -0.890 3.049 -4.312  0.30

=====

Question: Which of these has the highest electronic energy?
Answer: C34H54F6N6O3S2Ti

=====

Question: The lowest electronic energy belongs to which entry?
Answer: C32H64BCl32F4

=====

Question: Which formula does entry 3 have?
Answer: C38H48BrMgN2O2PS2SeSi